Formula: C3HI2NO
Source: the OMol25 dataset
Level of theory: ωB97M-V/def2-TZVPD

Structure (XYZ):
```
8
Properties=species:S:1:pos:R:3
C 0.311 -0.014 0.384
C 0.314 -0.930 1.461
C 1.421 -0.527 2.142
N 1.323 0.808 0.474
O 2.031 0.483 1.585
I -0.998 -2.475 1.891
I 2.341 -1.871 4.530
H -0.388 0.056 -0.423
```

Summary:
ΔE to the lowest compared entry with this formula, charge and spin in kcal per mole: 14.5
Kohn-Sham gap (alpha / beta) in eV: 6.603 / 6.603
HOMO energy (alpha / beta) in eV: -9.63 / -9.63